Record 1
8
Properties=species:S:1:pos:R:3:forces:R:3 method="wB97M-V/def2-TZVPD" relative_energy_kcal_mol=3.0 orbital_gap_ev=10.4550 max_force_ev_per_a=2.6 e_lumo_ev=-1.56
Cl -1.2562 -2.1946 -0.4315 0.4 0.4 0.2
S 3.0676 0.0531 0.5435 -0.8 0.0 -2.4
F 0.5067 -1.2654 1.2361 0.0 -0.1 -0.8
F -1.3371 -0.1729 1.1590 1.4 -0.3 -2.1
O 3.7036 -1.0545 -0.1035 0.6 -0.3 1.0
O 2.1784 0.7288 -0.3878 0.3 0.3 1.5
C -0.4057 -0.8266 0.3206 -0.5 0.1 1.1
H 0.1581 -0.2593 -0.4996 -1.3 -0.2 1.5


Record 2
33
Properties=species:S:1:pos:R:3:forces:R:3 method="wB97M-V/def2-TZVPD" relative_energy_kcal_mol=68.7 smiles=CNCCCSS.O.O.O.O.O orbital_gap_ev=8.6500 max_force_ev_per_a=4.7 e_lumo_ev=0.06
S -1.6528 1.7021 3.1604 -1.5 -2.9 1.4
S -0.4662 2.8789 2.2312 1.4 2.9 -2.2
O -1.4711 -1.6212 -1.7211 -2.6 0.0 -2.4
O 0.2224 -3.8663 -0.6886 1.2 2.5 0.7
O -1.3807 -2.0073 0.9169 0.7 -0.2 4.7
O 1.1572 -1.6496 2.4012 -1.0 0.5 0.8
O -2.4745 1.5948 -2.5322 0.0 3.2 0.2
N 1.0737 1.1482 -1.5335 -2.2 -1.8 -1.6
C 1.6822 -0.2210 -1.3976 1.8 1.6 -2.5
C 1.1085 1.0226 0.8446 1.5 -1.7 1.6
C 0.2622 1.3843 -0.3630 0.5 3.2 1.2
C 1.1854 2.1894 1.7426 0.5 3.1 -0.4
H -2.2673 0.8220 2.2657 0.6 0.8 0.2
H 2.2268 0.7125 0.7270 -2.0 0.5 -0.5
H -2.8563 2.0475 -1.7457 0.0 -1.3 0.0
H 0.6963 -0.9262 2.9070 0.9 -1.1 -0.7
H 0.1267 2.5843 -0.2755 -0.3 -2.8 -0.5
H 1.8097 3.0998 1.1603 -2.2 -2.0 1.4
H -1.7621 -0.7567 -2.1099 0.8 -0.4 0.8
H -2.2482 2.4925 -2.9411 0.0 -2.1 -0.2
H -2.1815 -2.1778 -2.1895 1.6 0.7 1.1
H 2.1005 -1.4841 2.4256 0.1 0.2 0.2
H 1.5842 -0.5716 -2.4201 0.2 -1.1 0.2
H -1.5233 -1.9693 0.0187 -0.1 -0.3 -3.1
H 0.4191 1.1053 -2.4183 1.7 0.2 2.3
H 0.6181 0.1181 1.3215 0.7 1.3 -0.4
H 1.6848 2.1763 2.6776 0.8 -1.0 0.8
H -0.7632 -2.7084 1.2324 -0.7 0.8 -1.0
H 0.2011 -2.8491 -0.6639 0.2 -2.3 -0.2
H 1.3691 -0.8707 -0.6380 -1.5 -0.9 0.8
H -0.6874 0.8532 -0.0704 0.3 0.4 -1.6
H 2.7686 -0.1782 -1.1659 -0.4 0.4 -0.4
H -0.5622 -4.0746 -1.1584 -1.1 -0.4 -0.7


Record 3
50
Properties=species:S:1:pos:R:3:forces:R:3 method="wB97M-V/def2-TZVPD" orbital_gap_ev=8.4159 max_force_ev_per_a=5.9 e_lumo_ev=-1.08
Cd -0.1533 0.0127 -0.8733 -0.6 -2.7 0.4
O 0.1283 0.2063 1.1382 0.2 -0.2 2.7
O -1.0842 2.7073 6.7414 0.5 -0.8 2.5
O 1.7295 -2.8585 6.5106 0.7 -1.5 -2.1
O 0.9433 -1.8597 1.6177 -1.3 4.4 2.0
O -1.3449 3.1906 4.7577 -0.2 0.5 -2.7
O 1.1005 -1.5581 7.9771 -0.9 1.9 1.8
N 1.2184 -1.8243 6.8185 0.4 -0.8 0.9
N -0.9400 2.4331 5.5879 -0.6 1.0 0.5
N 0.4700 1.9541 -2.9792 -0.2 0.9 0.3
N -1.6516 -0.3235 -3.3561 -0.1 0.1 -0.4
N 0.1336 1.8163 -1.6675 0.1 3.3 -1.2
N 1.5006 -0.3166 -3.4329 0.5 -0.4 -0.1
N -0.8348 0.1862 -4.3171 -0.4 0.1 -0.4
N 1.3809 -0.7734 -2.1625 1.1 -1.1 -0.6
C -1.4516 0.1751 -5.5368 -0.2 -0.2 0.7
C -0.1584 0.8723 3.8495 -0.1 0.1 0.3
C -2.7234 -0.3607 -5.3666 0.4 0.0 0.2
C 0.7550 -0.9166 5.8145 -1.1 2.0 -2.3
C 3.0725 -1.8787 -3.1643 -0.2 0.2 0.0
C -2.3224 -2.8249 0.6997 1.5 -1.5 -0.5
C 0.3759 4.0077 -2.0889 0.0 -0.1 0.0
C 2.3263 -1.7143 -1.9818 -0.1 0.2 -0.4
C -2.7890 -0.6529 -3.9824 0.2 0.0 0.1
C 0.0713 3.0452 -1.1134 0.2 -0.3 -0.9
C 0.4363 -0.3415 3.4587 -0.2 0.7 1.2
C -0.3129 1.2046 5.2062 1.4 -2.7 -0.8
C 0.8880 -1.2299 4.4462 0.0 0.0 0.4
C 0.6203 3.2743 -3.2507 -0.1 -0.4 0.3
C 0.5390 -0.6758 2.0177 0.8 -4.3 -4.0
C 2.5143 -0.9665 -4.0595 -0.3 0.1 0.5
C 0.1508 0.3023 6.1797 0.0 0.0 0.2
B 0.5560 0.7673 -4.0096 0.1 0.2 -0.1
H 1.3417 -2.1672 4.1502 0.0 0.0 0.0
H 1.0383 1.2252 -5.0238 -0.1 -0.2 0.2
H 2.7621 -0.7294 -5.0933 -0.1 -0.1 0.4
H 2.4285 -2.2089 -1.0155 -0.1 0.2 -0.3
H -3.4831 -0.5256 -6.1306 0.3 0.1 0.4
H -1.2849 -3.3385 0.5102 -1.6 1.7 0.3
H -0.9374 0.5430 -6.4250 -0.2 -0.1 0.4
H 0.8860 3.5922 -4.2577 -0.1 -0.1 0.4
H 3.9069 -2.5561 -3.3392 -0.4 0.3 0.1
H 0.4152 5.0885 -1.9645 0.0 -0.5 -0.1
H -0.1807 3.1508 -0.0598 0.1 0.0 -0.4
H -3.6113 -1.0949 -3.4150 0.4 0.2 -0.3
H -2.5950 -3.1863 1.6999 -0.3 0.2 -0.4
H -0.5204 1.5592 3.0946 0.1 -0.1 0.0
H -2.9510 -3.2589 -0.0915 -0.2 0.2 0.5
H -2.3948 -1.7220 0.6569 0.5 -0.6 0.0
H 0.0362 0.5480 7.2278 0.0 0.0 0.0


Record 4
22
Properties=species:S:1:pos:R:3:forces:R:3 method="wB97M-V/def2-TZVPD" charge=-1 relative_energy_kcal_mol=2.1 orbital_gap_ev=8.8135 max_force_ev_per_a=0.3 e_lumo_ev=2.92
I -1.3405 -4.2440 19.9059 0.1 0.0 0.0
O -4.6564 -2.8383 20.9555 0.1 0.0 0.0
O 0.7784 -4.1153 16.8392 -0.1 0.2 0.0
O -1.4505 -1.2411 22.1679 0.0 0.0 -0.1
O -0.6373 -5.4942 23.4066 0.1 0.0 -0.1
O -2.6334 -7.6581 19.2131 -0.1 0.2 0.0
O 1.5857 -6.6203 19.5812 0.0 0.2 0.1
O -2.5347 -2.6442 16.8085 0.2 -0.1 0.0
H 0.2635 -5.7905 23.5689 0.0 0.0 0.0
H -1.6455 -1.9353 21.5176 0.1 0.0 0.1
H -3.0010 -7.4503 18.3487 0.0 0.0 0.0
H -4.3429 -2.6516 21.8468 0.0 0.0 0.0
H -1.8460 -2.7780 16.1488 0.0 -0.1 0.0
H -0.5084 -1.0874 22.0515 0.0 -0.1 0.0
H 0.8369 -6.0070 19.6612 0.0 -0.1 0.0
H -2.3667 -6.7889 19.5589 0.0 -0.2 -0.1
H 2.3193 -6.0519 19.3271 -0.1 0.0 -0.1
H -3.8945 -3.2641 20.5299 -0.1 0.0 0.0
H 1.1097 -3.2120 16.8081 0.0 0.0 0.0
H -2.2024 -3.1245 17.5888 -0.2 0.2 -0.1
H -0.6653 -5.3399 22.4485 -0.1 0.1 0.1
H 0.2057 -4.1264 17.6252 0.0 -0.1 0.0


Record 5
14
Properties=species:S:1:pos:R:3:forces:R:3 method="wB97M-V/def2-TZVPD" relative_energy_kcal_mol=26.0 smiles=OCC(O)CO orbital_gap_ev=10.9995 max_force_ev_per_a=0.3 e_lumo_ev=0.69
O 1.5068 1.5937 -0.1002 0.2 0.1 0.1
O -1.0206 1.0858 0.3947 0.1 0.3 0.0
O -0.8168 -1.4756 1.1816 -0.1 0.1 0.2
C -0.9617 -1.1857 -0.1904 0.0 0.0 -0.3
C -0.3853 0.1911 -0.4988 0.1 -0.2 -0.2
C 1.1244 0.2301 -0.2605 -0.1 -0.3 0.0
H 1.6555 -0.2157 -1.1122 -0.1 0.1 0.1
H 1.3490 -0.3530 0.6403 0.0 0.1 -0.1
H -0.4122 1.8402 0.4592 -0.2 -0.1 0.1
H -0.6073 0.4665 -1.5418 0.0 0.0 0.1
H -2.0191 -1.2042 -0.4944 0.2 0.0 0.1
H -0.4312 -1.9632 -0.7512 -0.1 0.1 0.0
H -1.0972 -0.6619 1.6302 0.0 -0.2 0.0
H 2.1155 1.6518 0.6433 0.0 0.1 -0.2


Record 6
23
Properties=species:S:1:pos:R:3:forces:R:3 method="wB97M-V/def2-TZVPD" charge=+1 relative_energy_kcal_mol=57.4 smiles="CSN1N=C2CNC=[NH+][C@@H]2[C@H]1C#N" orbital_gap_ev=8.0894 max_force_ev_per_a=5.5 e_lumo_ev=-3.56
S 1.8961 -2.2367 -0.8292 0.4 -0.1 -0.5
N -0.7282 2.8234 -0.5332 -2.4 -2.0 -1.2
N 0.4908 1.7582 1.1891 2.5 2.7 1.0
N -0.4492 -2.7455 1.8426 -3.0 -4.6 0.9
N 0.9909 -0.9099 -0.2389 0.6 -0.6 -0.8
N 0.0511 -0.3395 -1.0156 0.5 0.1 0.3
C -0.1376 0.5203 1.1544 -2.9 -1.9 0.3
C 0.8156 -0.6567 1.2089 -0.7 -0.2 -1.4
C -1.5377 1.5053 -0.7229 1.5 0.8 -2.0
C 0.5599 -3.1816 -1.6055 -0.7 -0.1 1.1
C 0.2138 2.7457 0.3416 0.0 0.3 0.8
C -0.6544 0.4214 -0.2902 -0.3 0.2 1.2
C 0.1532 -1.8177 1.7635 2.5 3.7 -0.6
H 0.8774 -4.0406 -2.2199 0.2 0.7 0.4
H 1.2638 1.8970 1.9060 -1.4 0.1 -1.5
H -0.0914 -3.4895 -0.7880 0.1 -0.6 -0.1
H -1.7927 1.3744 -1.7850 0.0 0.3 0.4
H 0.7454 3.6307 0.3975 1.5 1.5 0.7
H -2.3812 1.5499 -0.1197 -1.7 0.3 0.9
H -0.0369 -2.4592 -2.1327 0.0 0.1 -0.9
H 1.7800 -0.4676 1.6033 0.8 0.3 0.8
H -1.0355 3.6920 -1.0424 1.0 -1.3 0.9
H -0.9935 0.4264 1.9161 1.3 0.2 -0.9